Entry from OMol25: a structure of composition C36H105AsF6N9O12 (ωB97M-V with the def2-TZVPD basis set).

Atoms and positions in Å:
As  0.3134  -0.1697  -0.9576
F  2.0273  -0.5937  -0.7447
F  0.4343  1.0827  0.2282
F  -1.3604  0.1583  -1.3047
F  0.2343  -1.4372  -2.1948
F  -0.0287  -1.4035  0.2914
F  0.7510  1.0715  -2.1332
O  1.6626  -3.4988  -3.4337
H  0.9377  -3.9131  -3.9149
H  1.2203  -2.8918  -2.8137
O  3.7361  -2.1874  -2.0665
H  4.3324  -2.0191  -1.3155
H  2.9388  -1.6695  -1.8732
O  5.1813  -0.5803  -0.3624
H  6.0704  -0.8700  -0.1326
H  5.1451  0.3563  -0.0761
C  5.5261  3.4499  4.1239
C  4.9491  2.5836  2.9968
C  5.6845  2.7775  1.6733
O  5.1074  1.9532  0.6510
C  3.8981  2.5803  0.2092
N  5.0073  1.1738  3.3835
H  5.3713  4.4679  3.7563
H  6.5846  3.2725  4.3101
H  4.9722  3.2976  5.0491
H  3.9024  2.8850  2.8617
H  6.7133  2.4563  1.8403
H  5.7107  3.8236  1.3593
H  3.1985  2.6982  1.0433
H  3.3349  1.9019  -0.4309
H  4.0860  3.5656  -0.2174
H  4.4322  0.6269  2.7549
H  4.6873  1.1089  4.3402
C  -3.3320  -3.5868  -4.6816
C  -2.6494  -3.0011  -3.4429
C  -3.5271  -2.3359  -2.3803
O  -4.0920  -1.1505  -2.8646
C  -4.6946  -0.3742  -1.8612
N  -1.8228  -4.0783  -2.8680
H  -4.1377  -4.2434  -4.3518
H  -2.6067  -4.0638  -5.3354
H  -3.7457  -2.7507  -5.2507
H  -1.9202  -2.2323  -3.7142
H  -2.8768  -2.1634  -1.5110
H  -4.3231  -3.0037  -2.0085
H  -3.9917  -0.0474  -1.0897
H  -5.4962  -0.9388  -1.3710
H  -5.1029  0.5282  -2.3130
H  -2.3352  -4.9527  -2.8118
H  -1.5551  -3.8618  -1.9115
C  2.3745  -5.5949  1.7759
C  1.9670  -4.1285  1.5881
C  3.0504  -3.1016  1.8820
O  3.6123  -3.1919  3.1623
C  4.7510  -2.3892  3.3567
N  1.4487  -3.9573  0.2296
H  2.8760  -5.9708  0.8791
H  1.5022  -6.2398  1.8935
H  3.0808  -5.7600  2.5911
H  1.0740  -3.9643  2.2081
H  2.7278  -2.0737  1.6596
H  3.8445  -3.2746  1.1372
H  5.5235  -2.7310  2.6621
H  5.0884  -2.4587  4.3888
H  4.5487  -1.3310  3.1726
H  0.7986  -4.6675  -0.0778
H  0.9365  -3.0802  0.2776
C  -7.6362  1.0380  2.7142
C  -7.1199  1.6862  1.3800
C  -5.8667  0.9703  0.9093
O  -4.8587  1.2091  1.8793
C  -3.6899  0.5009  1.5243
N  -8.2341  1.5504  0.4169
H  -6.9526  1.3742  3.4977
H  -7.6597  -0.0506  2.6528
H  -8.6530  1.3779  2.9046
H  -6.9335  2.7277  1.6351
H  -5.6076  1.3471  -0.0863
H  -5.9760  -0.1121  0.7798
H  -3.1900  0.9252  0.6474
H  -3.9044  -0.5638  1.3923
H  -2.9911  0.6550  2.3481
H  -8.8398  2.3097  0.7072
H  -8.7551  0.6914  0.5175
C  0.9132  6.6165  -1.5760
C  1.8467  6.5223  -0.3724
C  1.6584  5.2869  0.4725
O  0.5837  5.4282  1.3899
C  0.4601  4.2794  2.2091
N  3.2369  6.6458  -0.8320
H  1.1583  7.5208  -2.1308
H  -0.1155  6.6526  -1.2110
H  0.9569  5.7324  -2.2053
H  1.6884  7.3552  0.3305
H  2.5750  5.0342  1.0175
H  1.4269  4.4472  -0.1963
H  1.4432  3.9594  2.5614
H  -0.0974  3.4839  1.7092
H  -0.1281  4.5108  3.0988
H  3.4743  7.6104  -1.0507
H  3.8228  6.5512  0.0023
C  0.9024  1.7866  -5.4003
C  2.0579  0.7569  -5.5711
C  3.1070  1.4113  -6.4758
O  4.0247  0.4237  -6.9115
C  4.9533  0.9035  -7.8628
N  2.6011  0.4727  -4.2422
H  0.6266  2.4285  -6.2474
H  1.2457  2.4978  -4.6469
H  -0.0207  1.3168  -5.0635
H  1.6777  -0.1695  -6.0038
H  3.6655  2.2191  -5.9941
H  2.5347  1.7485  -7.3516
H  5.7485  0.1806  -8.0248
H  5.4001  1.8676  -7.6032
H  4.3757  1.0104  -8.7890
H  3.2326  1.2204  -3.9558
H  1.8535  0.6464  -3.5603
C  -2.6755  -3.5425  1.9609
C  -2.0290  -4.6360  2.7956
C  -2.7382  -4.8807  4.1274
O  -2.1444  -5.9497  4.8403
C  -2.6084  -6.2087  6.1233
N  -1.9573  -5.7961  1.9135
H  -3.5596  -3.8975  1.4274
H  -1.9578  -3.1610  1.2327
H  -2.9675  -2.6330  2.4963
H  -1.0303  -4.2948  3.0814
H  -3.8079  -5.1072  4.0238
H  -2.6580  -3.9606  4.7196
H  -1.7903  -6.3715  6.8253
H  -3.2686  -7.0854  6.1732
H  -3.2531  -5.4055  6.5038
H  -2.8954  -6.1747  1.8072
H  -1.4443  -6.5314  2.3958
C  1.2983  -3.3675  5.2598
C  1.7356  -1.9308  5.3919
C  1.0058  -0.9921  4.4462
O  1.7084  0.2573  4.5127
C  1.4844  1.1025  3.4096
N  1.5626  -1.4830  6.7957
H  1.2968  -3.6974  4.2260
H  0.2987  -3.4825  5.6924
H  1.9346  -3.9837  5.8984
H  2.8089  -1.8315  5.2078
H  -0.0065  -0.7902  4.8079
H  1.0613  -1.4027  3.4348
H  1.9759  2.0584  3.6005
H  0.4462  1.4506  3.3118
H  1.7743  0.6725  2.4496
H  1.9890  -0.5634  6.8771
H  2.1542  -2.0671  7.3807
C  -1.4880  3.2069  -2.8557
C  -2.4302  3.2825  -4.0537
C  -3.8062  2.7323  -3.6996
O  -4.6945  2.9271  -4.7964
C  -5.2100  1.7183  -5.3106
N  -2.6637  4.7354  -4.3354
H  -1.9021  3.6963  -1.9756
H  -0.4779  3.5356  -3.0772
H  -1.3990  2.1422  -2.6247
H  -1.9998  2.8244  -4.9475
H  -4.1902  3.2135  -2.7980
H  -3.6635  1.6692  -3.4781
H  -4.4332  1.0915  -5.7551
H  -5.8168  2.0072  -6.1760
H  -5.8965  1.1937  -4.6445
H  -3.5093  4.7688  -4.9021
H  -1.9413  5.0612  -4.9727

Forces on the atoms, in the same order (eV/Å):
1.14 -1.02 -0.64
-1.19 0.83 0.16
-0.28 -0.26 0.36
0.19 -0.16 0.67
-0.12 0.81 0.62
-0.43 1.16 -0.62
-0.19 -0.63 0.37
-0.38 -0.08 -0.08
-0.10 0.08 0.16
0.36 -0.38 -0.35
0.34 -0.30 0.20
-0.67 0.26 -0.53
0.67 -0.30 -0.09
0.33 0.35 0.43
-0.03 0.09 -0.01
0.13 -0.59 -0.05
-0.36 0.15 -1.03
0.04 -0.26 0.50
0.17 -0.74 0.45
-0.27 1.30 0.22
-0.67 -0.65 0.46
0.48 0.53 -0.24
0.23 0.23 0.54
0.03 -0.08 -0.11
-0.05 0.07 0.01
0.05 0.22 0.03
0.04 -0.18 -0.24
-0.19 0.11 -0.08
0.15 0.21 0.12
0.49 0.05 -0.52
0.06 -0.09 -0.33
-0.07 -0.11 0.22
-0.33 -0.43 -0.11
-0.15 1.42 0.44
0.90 -0.45 0.15
-0.03 -0.66 0.12
0.10 0.42 -0.30
-0.05 -0.08 0.11
-0.23 -0.10 0.38
0.02 -0.23 -0.29
0.01 -0.32 0.20
-0.31 -0.16 -0.01
-0.18 0.11 -0.32
0.03 0.34 -0.05
-0.06 -0.16 -0.20
0.21 -0.21 -0.13
-0.12 0.03 0.00
-0.14 -0.14 -0.11
-0.12 0.05 -0.07
0.21 0.09 -0.11
0.56 -0.02 -0.26
-1.39 -1.14 0.29
0.91 0.15 -1.48
-0.53 -0.40 1.04
-0.23 -0.01 -0.59
0.63 1.18 -0.04
0.06 0.28 -0.13
-0.08 0.13 0.22
-0.25 0.13 0.22
0.46 0.13 0.79
-0.35 -0.05 0.14
-0.02 -0.06 -0.08
0.30 0.20 0.10
-0.05 -0.34 0.03
-0.07 -0.04 -0.18
0.09 -0.27 0.36
0.04 -0.17 -0.67
1.00 0.79 -0.32
-1.54 -2.50 1.28
0.03 0.84 0.09
-0.23 -0.20 -0.69
0.61 0.55 0.65
0.72 1.48 -0.44
-0.28 -0.40 0.31
0.17 -0.03 -0.03
0.03 0.17 0.18
0.18 0.12 -0.62
0.28 0.23 0.07
-0.49 -0.09 0.18
-0.23 -0.16 -0.18
0.13 -0.02 -0.09
-0.01 -0.30 0.04
-0.48 -0.22 -0.50
0.17 -0.17 0.26
-0.32 -0.02 0.93
0.05 1.22 0.25
-0.40 -0.93 -0.40
0.23 0.31 0.09
-0.40 0.22 0.15
1.08 -0.31 0.72
-0.19 -0.07 -0.20
-0.03 0.26 -0.11
0.39 -0.03 -0.17
-0.62 0.03 -0.20
0.10 0.12 0.07
0.20 -0.22 0.04
0.05 -0.26 -0.15
0.41 -0.23 -0.26
0.02 0.41 -0.07
-0.60 0.02 -0.54
-0.01 -0.50 -0.18
0.06 0.31 -0.14
-0.08 1.60 0.62
-0.47 -1.51 -0.66
0.80 -0.07 0.42
-1.02 -0.07 -0.25
-0.27 0.25 0.56
0.20 -0.45 -0.37
-0.21 -0.03 0.21
0.09 -0.08 0.26
0.22 0.04 -0.21
-0.31 0.25 0.11
0.30 0.49 -0.07
-0.08 -0.18 0.20
-0.04 0.06 0.19
0.41 0.28 -0.34
0.35 -0.15 -0.43
0.26 -0.77 -0.40
-0.05 0.97 0.04
-0.39 0.12 0.06
-0.45 0.16 0.49
0.95 -0.19 -0.79
-1.09 0.13 0.63
0.43 -0.59 0.54
0.02 -0.13 0.03
0.01 -0.33 -0.18
-0.05 -0.25 0.41
0.19 -0.29 -0.27
-0.10 0.12 -0.37
-0.05 0.06 0.06
0.15 0.10 -0.15
0.20 -0.19 -0.30
0.32 0.23 0.02
-0.02 0.11 -0.14
0.04 0.03 -0.12
-0.43 0.06 0.63
0.36 0.41 0.61
0.84 0.45 0.62
0.11 0.00 -0.31
-0.60 0.75 0.20
-0.11 0.13 0.06
0.20 -0.19 0.12
-0.13 0.09 -0.21
0.17 -0.21 -0.36
-0.10 -0.22 -0.74
-0.25 -0.40 -0.31
-0.30 0.07 -0.10
0.60 -0.31 -0.02
-0.29 -0.60 0.06
0.18 -0.09 -0.01
-0.21 0.08 -0.08
-0.16 -0.13 0.00
-0.35 -1.54 -0.38
-0.18 2.25 0.74
0.91 -0.74 -0.34
-0.13 -0.41 0.49
-0.49 0.65 -1.32
-0.10 -0.30 -0.61
0.03 0.27 -0.14
0.01 0.34 -0.04
0.20 0.06 0.26
-0.15 -0.52 0.16
-0.04 0.21 -0.07
-0.26 -0.03 -0.07
0.14 -0.31 0.57
-0.08 0.08 0.10
0.39 -0.17 0.34
0.00 0.17 0.04
0.11 0.08 0.22

Max |F| in eV/Å: 3.20
LUMO level in Ha: 0.0785
2S+1: 1
Energy above the lowest of the compared OMol25 structures with the same formula, charge and spin in eV: 0.000
E_HOMO in eV: -6.0
HOMO-LUMO gap in eV: 8.135
Net charge: -1